1.
Entry from the OMol25 dataset: a cluster of 3 separate species, C31H60BIN3O7 in total at a distorted geometry (the ωB97M-V functional and the def2-TZVPD basis).

Last column: Mulliken charge in e.
Atoms and positions in Å:
C  1.78  -3.90  7.01  -0.0175
C  1.70  -3.56  5.87  -1.1953
C  1.77  -2.89  4.63  1.0528
N  2.54  -3.22  3.60  0.5839
O  3.35  -4.31  3.59  -0.4409
C  2.39  -2.32  2.54  0.0800
B  3.16  -2.40  1.14  0.5984
O  4.53  -2.47  1.20  -0.5351
N  2.56  -2.39  -0.16  0.1430
C  2.59  -1.07  -0.84  -1.0403
C  1.20  -2.98  -0.13  -0.8353
C  1.48  -1.40  3.02  -0.7350
C  1.05  -0.20  2.25  0.4001
C  2.17  0.88  2.26  -0.8013
C  2.29  1.51  3.67  -0.2655
C  1.95  3.02  3.70  -1.3889
C  0.51  3.31  3.24  0.2426
C  0.40  3.63  1.73  -0.3069
C  -0.85  4.46  1.35  -1.4666
C  -2.12  3.91  2.00  -0.7500
C  -2.40  2.44  1.62  0.6465
C  -3.93  2.20  1.58  -1.0724
C  -4.33  0.75  1.87  -0.1692
C  -5.87  0.58  1.73  -0.8034
C  -6.30  -0.83  1.24  -0.4397
C  -7.00  -1.60  2.38  -1.2407
N  1.09  -1.77  4.32  0.3798
C  0.19  -1.12  5.25  -0.7486
C  -1.14  -0.68  4.65  0.3306
O  -1.66  -1.16  3.70  -0.3959
I  -2.06  0.95  5.73  0.0533
H  1.81  -4.13  8.05  0.4370
H  4.19  -4.08  4.02  0.3816
H  4.87  -2.38  2.09  0.2913
H  1.59  -0.67  -0.99  0.3071
H  3.20  -0.39  -0.24  0.2096
H  3.07  -1.11  -1.82  0.4636
H  0.78  -2.99  -1.13  0.3270
H  0.50  -2.44  0.51  0.2709
H  1.29  -4.01  0.23  0.2972
H  0.15  0.28  2.63  -0.6396
H  0.84  -0.48  1.22  0.0662
H  2.00  1.62  1.49  0.7078
H  3.12  0.39  2.04  0.5966
H  3.32  1.39  4.03  0.4140
H  1.62  1.03  4.38  -0.4270
H  2.70  3.55  3.13  0.3454
H  2.05  3.31  4.75  0.4237
H  0.15  4.18  3.80  0.7526
H  -0.11  2.46  3.51  -0.4885
H  0.31  2.68  1.20  -0.0958
H  1.33  4.12  1.44  0.6289
H  -0.66  5.50  1.59  0.3212
H  -0.99  4.34  0.27  0.4711
H  -2.96  4.49  1.61  0.5813
H  -2.14  4.05  3.08  0.3227
H  -1.94  1.75  2.33  -0.6114
H  -2.01  2.26  0.62  0.3921
H  -4.37  2.82  2.37  0.2977
H  -4.34  2.49  0.62  0.4009
H  -3.82  0.04  1.22  0.3276
H  -4.06  0.53  2.90  -0.0184
H  -6.29  0.74  2.73  0.4207
H  -6.25  1.37  1.09  0.3916
H  -5.42  -1.37  0.92  0.3138
H  -6.99  -0.69  0.41  0.3256
H  -7.75  -0.95  2.81  0.3400
H  -6.25  -1.80  3.15  0.2695
H  -7.44  -2.52  2.01  0.3776
H  -0.07  -1.83  6.05  0.4927
H  0.66  -0.28  5.74  0.4457
C  4.83  -1.66  -6.59  -0.7255
O  3.74  -0.79  -6.80  -0.4239
C  2.88  -0.68  -5.67  -0.1543
C  3.16  0.58  -4.88  -0.4561
O  4.45  0.57  -4.29  -0.3146
C  5.40  1.31  -5.03  -0.8037
H  5.56  -1.47  -7.37  0.2658
H  5.30  -1.50  -5.62  0.3095
H  4.51  -2.71  -6.66  0.3171
H  2.96  -1.57  -5.04  0.2863
H  1.85  -0.63  -6.05  0.1371
H  2.43  0.64  -4.06  0.2242
H  3.03  1.47  -5.51  0.4312
H  5.27  2.38  -4.85  0.3159
H  5.33  1.12  -6.10  0.3445
H  6.39  1.01  -4.69  0.2438
C  -1.14  0.65  -6.34  -0.8040
O  -0.80  -0.61  -5.80  -0.4079
C  -0.91  -0.66  -4.38  -0.0383
C  -2.20  -1.32  -3.95  -0.7092
O  -3.34  -0.56  -4.33  -0.3598
C  -3.97  -1.05  -5.51  -0.7047
H  -1.31  0.52  -7.41  0.2658
H  -2.05  1.05  -5.88  0.3964
H  -0.32  1.37  -6.19  0.2860
H  -0.83  0.35  -3.96  0.3561
H  -0.07  -1.25  -4.01  0.1624
H  -2.21  -1.38  -2.85  0.3418
H  -2.26  -2.34  -4.34  0.3700
H  -4.57  -1.93  -5.28  0.3105
H  -3.24  -1.29  -6.28  0.2892
H  -4.63  -0.26  -5.88  0.2540

charge = +1
HOMO level = -10.6 eV


2.
Entry from the OMol25 dataset: a structure of composition C11H12EuNO6 at a distorted geometry (the ωB97M-V functional and the def2-TZVPD basis).

Last column: Löwdin spin population.
Atoms and positions in Å:
O  1.68  2.84  -3.13  0.0113
C  1.06  2.11  -2.53  0.0100
Eu  -0.49  0.41  -1.35  6.9993
O  2.92  -0.48  -2.67  0.0116
C  1.91  -0.13  -2.19  0.0083
C  0.58  -1.44  0.18  0.0010
O  1.03  -1.81  1.17  0.0049
C  -0.54  1.14  1.11  -0.0243
O  -0.90  1.18  2.26  -0.0076
C  1.04  1.63  0.94  -0.0071
O  1.91  0.76  1.07  0.0030
H  1.20  2.64  1.30  -0.0004
O  -2.38  -0.79  -1.61  -0.0120
C  -3.12  -1.46  -0.78  0.0006
C  -4.32  -0.78  -0.10  0.0003
C  -5.63  -1.44  -0.55  0.0001
C  -5.94  -2.69  0.21  0.0000
C  -4.92  -3.84  -0.01  0.0000
C  -3.53  -3.59  0.50  0.0000
N  -2.77  -2.65  -0.40  0.0004
H  -4.20  -0.88  1.00  0.0000
H  -4.32  0.28  -0.34  0.0003
H  -6.44  -0.73  -0.41  0.0000
H  -5.59  -1.64  -1.63  0.0000
H  -6.02  -2.51  1.28  0.0000
H  -6.91  -3.08  -0.09  0.0000
H  -5.29  -4.77  0.44  0.0000
H  -4.87  -4.04  -1.09  0.0000
H  -3.51  -3.12  1.50  0.0000
H  -2.97  -4.52  0.56  0.0000
H  -1.82  -2.99  -0.77  0.0003

charge = +1
2S+1 = 8
HOMO level (spin up / spin down) = -10.2 / -10.2 eV
expectation value of S² = 15.76


3.
Entry from the OMol25 dataset: a structure of composition C15H37IrN2O3SSi at a distorted geometry (the ωB97M-V functional and the def2-TZVPD basis).

Last column: natural (NBO) charge in e.
Atoms and positions in Å:
Ir  1.90  0.98  0.30  0.8720
N  3.95  0.70  0.09  -0.7382
C  4.79  1.66  -0.68  -0.2286
C  4.63  3.08  -0.17  -0.4424
C  3.29  3.68  -0.51  -0.2260
N  2.22  3.12  0.38  -0.8539
H  4.33  0.62  1.03  0.4148
H  4.05  -0.23  -0.33  0.4198
H  4.49  1.59  -1.73  0.2212
H  5.83  1.34  -0.62  0.2401
H  5.42  3.69  -0.59  0.2730
H  4.79  3.09  0.92  0.2163
H  3.01  3.45  -1.54  0.2170
H  3.31  4.76  -0.41  0.2370
H  1.35  3.58  0.17  0.4196
H  2.45  3.37  1.34  0.4204
C  -1.03  3.17  -0.10  -0.6350
C  -1.41  1.81  0.43  0.3088
C  -1.65  1.86  1.93  -0.6509
C  -2.62  1.27  -0.32  -0.6544
O  -0.25  0.85  0.16  -0.9652
Si  -0.47  -0.83  0.24  2.3015
S  1.68  -1.20  0.25  -0.1392
O  -1.18  -1.52  -1.00  -0.9811
C  -0.96  -1.82  -2.41  0.2937
C  -0.07  -0.75  -3.03  -0.6355
C  -0.30  -3.19  -2.48  -0.6288
C  -2.33  -1.83  -3.06  -0.6256
O  -1.05  -1.23  1.65  -0.9904
C  -1.61  -2.45  2.26  0.2978
C  -0.72  -3.62  1.88  -0.6425
C  -3.02  -2.63  1.71  -0.6380
C  -1.61  -2.21  3.75  -0.6258
H  -1.90  3.82  -0.06  0.2667
H  -0.71  3.11  -1.15  0.2280
H  -0.26  3.62  0.53  0.1771
H  -2.40  2.62  2.14  0.2483
H  -0.73  2.13  2.46  0.2122
H  -2.00  0.91  2.31  0.2459
H  -3.47  1.92  -0.12  0.2590
H  -2.89  0.27  0.01  0.2329
H  -2.45  1.25  -1.40  0.2283
H  0.90  -0.71  -2.53  0.1904
H  -0.55  0.23  -2.96  0.2139
H  0.10  -0.97  -4.08  0.2502
H  0.66  -3.19  -1.97  0.2004
H  -0.14  -3.48  -3.52  0.2414
H  -0.94  -3.94  -2.01  0.2329
H  -2.80  -0.85  -2.98  0.2153
H  -2.97  -2.56  -2.57  0.2318
H  -2.24  -2.10  -4.11  0.2371
H  -0.70  -3.77  0.80  0.2122
H  -1.09  -4.54  2.34  0.2505
H  0.30  -3.46  2.23  0.2125
H  -3.00  -2.73  0.63  0.2197
H  -3.64  -1.78  1.98  0.2203
H  -3.46  -3.53  2.13  0.2424
H  -0.60  -2.05  4.12  0.2184
H  -2.04  -3.06  4.26  0.2396
H  -2.20  -1.32  4.00  0.2212

charge = +2
HOMO level (spin up / spin down) = -16.3 / -16.3 eV
energy relative to the best compared isomer or geometry (same formula, charge and spin) = 67.7 kJ/mol


4.
Entry from the OMol25 dataset: a cluster of 12 separate species, C4H31NO13 in total at a distorted geometry (the ωB97M-V functional and the def2-TZVPD basis).

Last column: natural (NBO) charge in e.
Atoms and positions in Å:
C  -1.40  -0.31  -1.49  -0.6255
C  -0.64  0.77  -0.69  -0.1897
N  -0.58  0.33  0.70  -0.6513
C  0.22  1.03  1.65  -0.3226
C  0.77  -0.17  2.40  0.8184
O  1.42  -1.07  1.88  -0.6917
O  0.20  -0.49  3.59  -0.6841
H  -2.48  -0.22  -1.72  0.2305
H  -1.52  -1.23  -0.86  0.2057
H  -0.89  -0.58  -2.46  0.2124
H  -1.11  1.76  -0.76  0.1449
H  0.34  0.81  -1.18  0.1798
H  -1.48  0.03  1.06  0.3954
H  1.01  1.59  1.11  0.2329
H  -0.24  1.81  2.27  0.2408
H  0.27  -1.41  3.85  0.4995
O  1.51  -0.99  -1.69  -1.0028
H  2.11  -1.73  -1.84  0.5110
H  1.61  -0.82  -0.74  0.4955
O  2.96  -3.47  -1.39  -0.9764
H  2.95  -3.69  -0.45  0.5055
H  2.18  -3.88  -1.80  0.4704
O  2.14  4.45  -0.14  -0.9707
H  1.32  4.63  -0.64  0.4957
H  2.58  3.78  -0.68  0.4854
O  -2.59  -1.56  2.39  -0.9728
H  -2.99  -1.88  3.21  0.4764
H  -1.96  -2.29  2.29  0.4868
O  1.63  1.63  -2.94  -0.9617
H  2.46  1.36  -3.34  0.4669
H  1.47  0.84  -2.40  0.4828
O  -0.62  4.49  -0.89  -0.9499
H  -0.72  4.61  -1.84  0.4784
H  -0.68  3.54  -0.78  0.4828
O  2.11  -4.05  1.23  -0.9356
H  1.15  -4.13  1.01  0.4481
H  1.95  -3.13  1.54  0.5000
O  -4.34  -0.32  0.72  -0.9831
H  -3.82  -0.97  1.21  0.4955
H  -5.25  -0.30  1.02  0.4690
O  -1.35  -3.89  2.37  -0.9278
H  -1.97  -4.53  2.01  0.4895
H  -0.83  -3.67  1.56  0.4711
O  0.30  4.04  1.82  -0.9802
H  -0.30  4.78  1.72  0.4643
H  1.02  4.44  1.20  0.4947
O  0.51  -0.20  -4.60  -0.9459
H  1.07  0.54  -4.83  0.4720
H  0.50  -0.25  -3.65  0.4698

charge = 0
HOMO level = -8.9 eV
SMILES string = CCNCC(=O)O.O.O.O.O.O.O.O.O.O.O.O
energy relative to the best compared isomer or geometry (same formula, charge and spin) = 377.9 kJ/mol


5.
Entry from the OMol25 dataset: an isolated molecule of C4H4S2 at a distorted geometry (the ωB97M-V functional and the def2-TZVPD basis).

Last column: natural (NBO) charge in e.
Atoms and positions in Å:
C  -0.56  -1.70  -0.68  -0.4985
C  2.30  0.20  -0.06  0.0110
C  0.11  0.72  0.54  -0.5334
C  1.16  0.67  -0.49  -0.4217
S  -0.85  -0.91  0.71  0.4153
S  3.65  -0.53  0.30  0.1507
H  -1.12  -2.55  -0.72  0.1431
H  -0.62  1.46  0.25  0.2365
H  0.42  0.90  1.69  0.2366
H  1.20  1.02  -1.43  0.2605

charge = 0
HOMO level = -8.5 eV
energy relative to the best compared isomer or geometry (same formula, charge and spin) = 410.6 kJ/mol


6.
Entry from the OMol25 dataset: an isolated molecule of C2H4OS at a distorted geometry (the ωB97M-V functional and the def2-TZVPD basis).

Last column: natural (NBO) charge in e.
Atoms and positions in Å:
S  -0.17  -0.64  1.83  -0.0357
C  -0.18  0.42  0.38  -0.0993
C  0.52  0.10  -0.83  -0.1192
O  -0.91  -0.14  -0.80  -0.4946
H  -0.90  -1.44  1.06  0.1537
H  -0.29  1.50  0.75  0.2127
H  0.90  1.03  -1.50  0.1853
H  1.03  -0.84  -0.89  0.1973

charge = 0
HOMO level = -9.4 eV
SMILES string = S[C@H]1CO1
energy relative to the best compared isomer or geometry (same formula, charge and spin) = 204.2 kJ/mol


Q: What is the formula in the third record?
A: C15H37IrN2O3SSi